No. 1
Molecular formula: C17H25FO15
Method: DFT, wB97M-V/def2-TZVPD

CARTESIAN COORDINATES (ANGSTROEM)
C -0.803 -3.387 2.876
C -0.838 -2.117 2.015
C 0.302 -2.143 0.992
C 0.699 -0.792 0.378
O 0.198 0.356 1.100
C 0.815 0.804 2.174
O 0.349 1.560 2.967
O 2.182 0.448 2.257
F 2.166 -0.814 2.928
H 0.110 -3.387 3.478
H -0.741 -4.262 2.225
H -1.673 -3.462 3.528
H -0.776 -1.248 2.671
H -1.808 -2.054 1.515
H -0.001 -2.798 0.171
H 1.170 -2.620 1.452
H 1.782 -0.716 0.271
H 0.274 -0.686 -0.621
O 4.682 4.191 -2.503
C 4.069 3.768 -1.577
O 4.146 4.250 -0.317
C 3.098 3.652 0.461
C 2.824 2.375 -0.304
O 3.196 2.735 -1.639
H 3.429 3.484 1.482
H 2.237 4.317 0.461
H 3.455 1.547 0.026
H 1.778 2.079 -0.270
O -0.322 3.565 0.168
C -0.424 4.322 -0.745
O -1.568 4.568 -1.414
C -1.349 5.669 -2.309
C 0.154 5.632 -2.495
O 0.592 5.048 -1.257
H -1.903 5.504 -3.227
H -1.695 6.583 -1.822
H 0.453 4.978 -3.314
H 0.605 6.612 -2.621
O 0.962 -5.805 0.990
C 0.797 -6.758 1.677
O 0.654 -6.723 3.022
C 0.248 -8.020 3.473
C 0.747 -8.915 2.354
O 0.724 -8.032 1.228
H 0.699 -8.231 4.438
H -0.839 -8.033 3.565
H 1.773 -9.251 2.514
H 0.110 -9.774 2.162
O -1.390 3.330 -4.273
C -2.406 2.823 -3.926
O -2.594 1.497 -3.765
C -3.841 1.292 -3.091
C -4.598 2.564 -3.429
O -3.534 3.503 -3.620
H -4.316 0.389 -3.462
H -3.647 1.194 -2.022
H -5.160 2.480 -4.361
H -5.255 2.907 -2.636

## Properties
E_tot   -51461.0400 eV
SMILES   CCCCOC(=O)OF.O=C1OCCO1.O=C1OCCO1.O=C1OCCO1.O=C1OCCO1
Net charge   0

***

No. 2
Molecular formula: FHIOP
Method: DFT, wB97M-V/def2-TZVPD

CARTESIAN COORDINATES (ANGSTROEM)
F -0.239 0.892 1.758
O -0.291 -0.347 1.081
P -0.670 0.153 -0.567
I 1.589 0.499 -1.146
H -0.388 -1.197 -1.126

## Properties
E_tot   -22167.1240 eV
SMILES   FOPI
Net charge   0